# 1
{"formula": "C5H4Br2N4S", "method": "wB97M-V/def2-TZVPD", "species": ["C", "C", "Br", "C", "Br", "C", "N", "N", "C", "S", "N", "N", "H", "H", "H", "H"], "xyz": [[3.330, -0.462, 0.196], [1.860, -0.345, 0.379], [1.250, -1.162, 1.981], [0.991, 0.209, -0.467], [1.557, 0.949, -2.124], [-0.474, 0.304, -0.278], [-0.908, 0.925, 0.813], [-2.214, 1.016, 0.970], [-2.967, 0.468, 0.026], [-4.723, 0.653, 0.228], [-2.538, -0.151, -1.069], [-1.234, -0.230, -1.230], [3.571, -1.504, 0.007], [3.834, -0.199, 1.120], [3.691, 0.167, -0.603], [-5.027, -0.638, 0.050]], "nbo_charge": [-0.67, -0.02, 0.09, -0.17, 0.09, 0.26, -0.15, -0.18, 0.17, 0.05, -0.18, -0.15, 0.24, 0.24, 0.24, 0.15], "e_tot_ha": -5958.0751, "lumo_energy_ha": -0.0410, "smiles": "C/C(Br)=C(\\Br)c1nnc(S)nn1"}

***

# 2
{"formula": "C31H34BLuN9O2", "method": "wB97M-V/def2-TZVPD", "species": ["Lu", "C", "C", "C", "C", "C", "N", "N", "B", "N", "N", "C", "C", "C", "C", "C", "N", "N", "C", "C", "C", "C", "C", "H", "H", "H", "H", "H", "H", "H", "H", "H", "H", "H", "H", "H", "H", "H", "H", "H", "H", "H", "H", "H", "H", "C", "O", "C", "C", "C", "C", "C", "C", "N", "N", "C", "C", "C", "C", "O", "C", "N", "C", "C", "C", "C", "H", "H", "H", "H", "H", "H", "H", "H", "H", "H", "H", "H"], "xyz": [[1.072, -1.844, -0.911], [4.237, -4.278, -0.880], [4.437, -2.805, -0.881], [5.634, -2.093, -0.877], [5.276, -0.756, -0.880], [6.178, 0.422, -0.880], [3.930, -0.688, -0.885], [3.405, -1.949, -0.885], [3.078, 0.591, -0.890], [2.173, 0.586, 0.380], [1.478, -0.516, 0.764], [0.778, -0.204, 1.858], [-0.146, -1.209, 2.460], [1.053, 1.115, 2.214], [1.955, 1.578, 1.266], [2.621, 2.902, 1.202], [2.195, 0.591, -2.174], [1.508, -0.511, -2.565], [0.808, -0.200, -3.659], [-0.115, -1.211, -4.253], [1.078, 1.123, -4.010], [1.975, 1.586, -3.057], [2.628, 2.917, -2.982], [5.205, -4.773, -0.882], [3.683, -4.597, -1.766], [3.688, -4.597, 0.008], [6.627, -2.485, -0.874], [7.210, 0.083, -0.879], [6.013, 1.041, 0.000], [6.014, 1.038, -1.763], [3.762, 1.540, -0.882], [-0.145, -2.131, 1.862], [-1.163, -0.819, 2.500], [0.154, -1.455, 3.477], [0.670, 1.656, 3.056], [2.315, 3.503, 2.054], [2.364, 3.431, 0.287], [3.702, 2.785, 1.232], [-0.118, -2.124, -3.639], [0.183, -1.476, -5.265], [-1.131, -0.821, -4.299], [0.691, 1.668, -4.846], [2.318, 3.522, -3.829], [3.711, 2.814, -3.009], [2.361, 3.435, -2.063], [-3.305, 3.146, 5.058], [-3.252, 1.777, 4.728], [-3.993, 1.303, 3.701], [-4.882, 2.044, 2.921], [-5.554, 1.440, 1.880], [-5.325, 0.101, 1.556], [-4.464, -0.652, 2.366], [-3.824, -0.061, 3.429], [-6.038, -0.439, 0.496], [-5.611, -1.294, -0.275], [-4.307, -1.707, -0.430], [-4.040, -3.061, -0.601], [-2.751, -3.541, -0.792], [-1.650, -2.688, -0.826], [-0.407, -3.117, -0.940], [-1.909, -1.275, -0.748], [-0.841, -0.439, -0.891], [-1.046, 0.866, -0.876], [-2.315, 1.439, -0.763], [-3.409, 0.618, -0.643], [-3.235, -0.775, -0.582], [-2.610, 3.270, 5.887], [-4.305, 3.451, 5.376], [-2.980, 3.768, 4.219], [-5.076, 3.083, 3.132], [-6.241, 2.008, 1.270], [-4.345, -1.711, 2.184], [-3.181, -0.634, 4.080], [-4.860, -3.758, -0.527], [-2.590, -4.602, -0.903], [-0.170, 1.497, -1.004], [-2.433, 2.511, -0.805], [-4.399, 1.048, -0.630]], "lowdin_charge": [1.71, -0.02, -0.33, 0.03, -0.25, -0.01, 0.02, -0.04, -0.50, 0.03, -0.08, -0.32, 0.00, 0.04, -0.26, 0.00, 0.03, -0.08, -0.32, 0.00, 0.04, -0.26, 0.00, 0.09, 0.08, 0.08, 0.12, 0.09, 0.09, 0.09, 0.11, 0.07, 0.07, 0.09, 0.12, 0.09, 0.07, 0.09, 0.07, 0.09, 0.09, 0.12, 0.09, 0.09, 0.07, -0.07, -0.08, -0.27, -0.01, -0.02, -0.30, -0.01, 0.00, 0.08, 0.08, -0.24, 0.00, 0.01, -0.36, -0.28, -0.15, 0.02, -0.10, -0.01, 0.02, -0.08, 0.10, 0.10, 0.10, 0.11, 0.12, 0.12, 0.12, 0.12, 0.12, 0.12, 0.11, 0.12], "charge": 1, "e_tot_ha": -3105.3824, "relative_energy_ev": 0.163, "lumo_energy_ha": -0.1069}

***

# 3
{"formula": "C62H68BBrHfN12O6S3", "method": "wB97M-V/def2-TZVPD", "species": ["Hf", "C", "C", "C", "C", "N", "C", "C", "N", "B", "N", "C", "C", "N", "C", "S", "C", "C", "C", "C", "N", "C", "C", "N", "C", "S", "C", "C", "C", "C", "C", "S", "H", "H", "H", "H", "H", "H", "H", "H", "H", "H", "H", "H", "H", "H", "H", "H", "H", "H", "H", "H", "H", "H", "H", "H", "H", "H", "H", "H", "H", "H", "H", "H", "H", "H", "O", "N", "N", "O", "C", "C", "C", "C", "C", "C", "H", "H", "H", "H", "H", "Br", "C", "C", "C", "C", "N", "C", "H", "H", "H", "H", "O", "C", "N", "C", "C", "O", "N", "C", "C", "C", "C", "C", "C", "C", "C", "C", "C", "C", "C", "H", "H", "H", "H", "H", "H", "H", "H", "H", "H", "H", "C", "C", "C", "C", "C", "C", "N", "C", "C", "C", "C", "C", "C", "C", "O", "O", "C", "C", "H", "H", "H", "H", "H", "H", "H", "H", "H", "H", "H", "H", "H", "H"], "xyz": [[0.415, -0.064, -0.089], [-3.299, -0.398, -5.825], [-2.625, 0.779, -5.104], [-2.901, 2.098, -5.837], [-1.120, 0.550, -5.096], [-3.258, 0.895, -3.756], [-4.636, 1.033, -3.697], [-4.963, 1.369, -2.442], [-3.809, 1.449, -1.703], [-3.841, 2.099, -0.306], [-4.032, 1.100, 0.844], [-4.287, 1.611, 2.101], [-4.782, 0.636, 2.872], [-4.837, -0.520, 2.110], [-4.374, -0.223, 0.844], [-4.329, -1.278, -0.471], [-5.347, -1.818, 2.606], [-5.700, -1.704, 4.088], [-4.269, -2.897, 2.451], [-6.615, -2.203, 1.835], [-2.605, 3.062, -0.190], [-2.652, 4.200, -0.956], [-1.504, 4.873, -0.789], [-0.724, 4.167, 0.105], [-1.400, 3.015, 0.423], [-0.929, 1.732, 1.462], [0.643, 4.653, 0.456], [1.019, 4.292, 1.893], [1.632, 4.049, -0.534], [0.664, 6.181, 0.333], [-2.767, 1.121, -2.496], [-1.122, 1.050, -2.028], [-2.754, -0.638, -6.737], [-4.328, -0.173, -6.102], [-3.297, -1.277, -5.180], [-2.489, 2.051, -6.845], [-2.426, 2.922, -5.304], [-3.970, 2.302, -5.908], [-0.794, 0.435, -6.132], [-0.860, -0.349, -4.545], [-0.589, 1.388, -4.655], [-5.272, 0.877, -4.546], [-5.924, 1.569, -2.006], [-4.799, 2.833, -0.287], [-4.090, 2.644, 2.327], [-5.126, 0.689, 3.885], [-4.827, -1.444, 4.688], [-6.069, -2.671, 4.426], [-6.488, -0.968, 4.255], [-3.356, -2.594, 2.968], [-4.032, -3.045, 1.402], [-4.631, -3.836, 2.874], [-7.396, -1.456, 1.990], [-6.977, -3.169, 2.189], [-6.401, -2.275, 0.772], [-3.505, 4.437, -1.567], [-1.185, 5.795, -1.233], [1.225, 3.237, 1.992], [0.206, 4.549, 2.573], [1.917, 4.843, 2.179], [1.628, 2.970, -0.449], [2.640, 4.410, -0.320], [1.371, 4.304, -1.561], [-0.178, 6.632, 0.859], [0.647, 6.499, -0.709], [1.583, 6.559, 0.777], [-1.317, -0.952, 0.480], [-1.069, -2.149, 0.898], [-0.076, -2.679, 0.320], [0.574, -2.035, -0.634], [0.381, -3.960, 0.724], [1.620, -4.391, 0.271], [2.084, -5.637, 0.658], [1.319, -6.435, 1.494], [0.078, -5.994, 1.938], [-0.401, -4.754, 1.557], [2.202, -3.737, -0.364], [3.043, -5.988, 0.302], [1.686, -7.404, 1.805], [-0.517, -6.629, 2.582], [-1.364, -4.393, 1.889], [1.268, -5.790, -3.305], [0.014, -4.409, -2.989], [-1.196, -4.746, -2.405], [-2.108, -3.734, -2.173], [-1.768, -2.443, -2.547], [-0.611, -2.128, -3.117], [0.280, -3.090, -3.340], [-1.413, -5.776, -2.155], [-3.069, -3.935, -1.720], [-2.461, -1.627, -2.381], [1.210, -2.800, -3.815], [1.317, 2.191, -3.381], [1.953, 1.270, -2.932], [3.079, 0.745, -3.527], [3.792, -0.163, -2.658], [2.781, -0.221, -1.497], [2.863, -0.912, -0.479], [1.728, 0.573, -1.730], [5.178, 0.350, -2.272], [5.977, 0.959, -3.234], [7.277, 1.334, -2.932], [7.804, 1.070, -1.677], [7.013, 0.465, -0.714], [5.699, 0.125, -1.002], [3.986, -1.562, -3.253], [3.718, -1.807, -4.592], [3.931, -3.070, -5.129], [4.415, -4.093, -4.334], [4.683, -3.851, -2.994], [4.474, -2.594, -2.455], [3.540, 1.287, -4.235], [5.605, 1.136, -4.236], [7.884, 1.818, -3.686], [8.828, 1.338, -1.452], [7.420, 0.246, 0.265], [5.068, -0.310, -0.240], [3.336, -1.010, -5.217], [3.711, -3.251, -6.173], [4.558, -5.082, -4.747], [5.057, -4.652, -2.369], [4.682, -2.412, -1.411], [-2.519, 2.821, 5.919], [-1.511, 1.828, 5.408], [-1.888, 0.502, 5.230], [-0.971, -0.442, 4.813], [0.341, -0.074, 4.581], [0.726, 1.256, 4.709], [2.068, 1.644, 4.533], [3.107, 0.861, 4.053], [4.338, 0.917, 4.718], [5.408, 0.139, 4.325], [5.286, -0.727, 3.248], [4.098, -0.753, 2.542], [3.022, 0.052, 2.911], [1.918, 0.081, 1.904], [1.881, 1.025, 1.070], [1.102, -0.879, 1.757], [-0.202, 2.221, 5.126], [0.214, 3.657, 5.319], [-3.472, 2.328, 6.104], [-2.686, 3.621, 5.195], [-2.189, 3.277, 6.854], [-2.907, 0.210, 5.440], [-1.259, -1.480, 4.702], [1.067, -0.831, 4.330], [2.361, 2.360, 5.176], [4.436, 1.577, 5.573], [6.343, 0.201, 4.867], [6.111, -1.361, 2.953], [3.987, -1.371, 1.660], [1.066, 3.914, 4.692], [0.479, 3.844, 6.364], [-0.603, 4.330, 5.066]], "lowdin_charge": [1.48, -0.03, -0.53, -0.03, -0.08, 0.02, -0.05, -0.08, 0.02, -0.59, 0.04, -0.09, -0.06, 0.01, -0.65, 0.70, -0.55, -0.05, -0.06, -0.05, 0.03, -0.06, -0.04, 0.02, -0.64, 0.76, -0.52, -0.06, -0.01, -0.05, -0.58, 0.78, 0.09, 0.07, 0.09, 0.09, 0.09, 0.08, 0.09, 0.04, 0.04, 0.12, 0.13, 0.13, 0.12, 0.10, 0.08, 0.09, 0.08, 0.08, 0.02, 0.09, 0.09, 0.09, 0.02, 0.13, 0.11, 0.03, 0.08, 0.09, 0.05, 0.10, 0.09, 0.10, 0.08, 0.09, -0.34, 0.08, -0.18, -0.19, -0.16, -0.01, -0.07, -0.08, -0.07, 0.00, 0.11, 0.11, 0.10, 0.11, 0.11, 0.76, -0.67, -0.12, -0.05, -0.18, 0.06, -0.17, 0.10, 0.10, 0.04, 0.10, 0.04, -0.53, 0.16, -0.25, -0.41, 0.00, 0.02, -0.12, -0.02, -0.08, -0.09, -0.06, -0.02, -0.13, -0.04, -0.08, -0.12, -0.08, -0.02, 0.14, 0.11, 0.10, 0.10, 0.10, 0.09, 0.11, 0.11, 0.10, 0.10, 0.11, -0.04, -0.24, -0.06, -0.07, -0.03, -0.20, 0.10, -0.19, -0.02, -0.08, -0.08, -0.02, -0.06, -0.58, -0.12, -0.07, -0.18, -0.04, 0.07, 0.08, 0.08, 0.09, 0.10, 0.11, 0.13, 0.11, 0.10, 0.10, 0.11, 0.06, 0.09, 0.07], "e_tot_ha": -7353.6989, "relative_energy_ev": 1.903, "lumo_energy_ha": 0.0006}